11
Properties=species:S:1:pos:R:3:nbo_charge:R:1 method="wB97M-V/def2-TZVPD" smiles="[H]/N=[N+](/[S-])S.C#CS" orbital_gap_ev=8.055 de_lowest_kj_mol=532.75 molar_mass_g_mol=152.3 total_charge=0 energy_ha=-1382.469179 homo_energy_ev=-8.605
H 0.094 0.700 -1.877 0.33
N 0.292 -0.135 -1.320 -0.39
N 1.429 -0.089 -0.762 -0.31
S 1.819 -0.998 0.431 0.07
S 2.699 1.163 -1.225 0.13
H 3.702 0.586 -0.486 0.16
C -1.920 0.656 1.953 -0.25
C -2.103 -0.062 1.017 -0.21
S -2.224 -1.029 -0.404 0.10
H -2.331 1.239 2.688 0.22
H -1.458 -2.031 -0.013 0.15

---

9
Properties=species:S:1:pos:R:3:nbo_charge:R:1 method="wB97M-V/def2-TZVPD" orbital_gap_ev="7.619 / 5.521" de_lowest_kj_mol=325.47 molar_mass_g_mol=135.0 total_charge=0 energy_ha=-2589.361728 homo_energy_ev="-8.121 / -7.244"
C -1.694 0.529 -1.063 -0.18
C 1.425 -0.498 0.578 -0.39
N -0.710 0.315 -0.322 -0.03
N 0.418 0.472 0.110 -0.12
Se 1.148 -0.604 2.620 -0.12
H -2.552 0.274 -0.391 0.20
H -1.884 0.899 -2.047 0.21
H 1.396 -1.419 0.136 0.19
H 2.452 0.033 0.379 0.24

---

9
Properties=species:S:1:pos:R:3:nbo_charge:R:1 method="wB97M-V/def2-TZVPD" orbital_gap_ev="8.601 / 8.595" de_lowest_kj_mol=429.34 molar_mass_g_mol=70.1 total_charge=+1 energy_ha=-242.435883 homo_energy_ev="-15.102 / -15.100"
C 0.023 -0.648 -2.237 -0.09
C -0.183 0.688 2.226 -0.11
N -0.528 -0.348 -1.192 -0.10
N 0.248 0.268 1.144 0.06
N 0.729 -0.120 0.183 0.13
H -0.649 -0.807 -3.085 0.29
H 1.077 -0.786 -2.460 0.26
H -0.520 0.000 2.991 0.28
H -0.198 1.753 2.430 0.28

---

9
Properties=species:S:1:pos:R:3:nbo_charge:R:1 method="wB97M-V/def2-TZVPD" smiles="C1=[NH+]CN=N1" orbital_gap_ev=9.063 de_lowest_kj_mol=247.07 molar_mass_g_mol=70.1 total_charge=+1 energy_ha=-242.505306 homo_energy_ev=-16.328
C 1.035 -1.090 0.002 0.36
N -0.148 -0.411 -0.034 -0.45
C 0.174 0.935 0.020 -0.20
N 1.737 0.893 -0.003 0.10
N 2.082 -0.318 -0.028 -0.18
H 0.970 -2.165 -0.044 0.26
H -0.986 -1.073 -0.142 0.50
H 0.222 1.463 0.995 0.32
H -0.304 1.571 -0.718 0.30

---

10
Properties=species:S:1:pos:R:3:nbo_charge:R:1 method="wB97M-V/def2-TZVPD" orbital_gap_ev=8.948 de_lowest_kj_mol=610.29 molar_mass_g_mol=86.1 total_charge=+1 energy_ha=-317.609305 homo_energy_ev=-14.916
C 0.289 -0.935 -0.973 -0.11
C 0.401 -0.400 2.003 0.01
N -0.239 0.161 -1.278 0.15
N -0.384 1.169 -1.814 -0.07
N -0.057 0.592 1.562 0.19
O -0.536 1.391 0.766 -0.43
H -0.010 -1.881 -1.160 0.27
H 0.414 -1.067 2.820 0.28
H 1.149 -1.003 -0.373 0.27
H -1.027 1.972 -1.553 0.45

---

11
Properties=species:S:1:pos:R:3:nbo_charge:R:1 method="wB97M-V/def2-TZVPD" orbital_gap_ev=8.665 de_lowest_kj_mol=341.62 molar_mass_g_mol=117.0 total_charge=0 energy_ha=-659.318729 homo_energy_ev=-8.463
C -1.522 -1.229 0.000 -0.16
C -0.042 -1.238 0.103 -0.01
N -1.984 -0.050 -0.138 -0.18
N 0.186 0.066 0.068 -0.60
N -1.006 0.731 -0.097 -0.21
O 2.469 -0.848 -0.180 -0.99
P 1.799 0.426 0.011 1.69
H -2.268 -2.035 -0.001 0.21
H -1.179 1.793 0.009 0.41
H 1.639 1.201 -1.078 -0.10
H 1.908 1.182 1.302 -0.06

---

11
Properties=species:S:1:pos:R:3:nbo_charge:R:1 method="wB97M-V/def2-TZVPD" smiles="[NH3+][C@@H]1SN=NC1=O" orbital_gap_ev=8.819 de_lowest_kj_mol=222.51 molar_mass_g_mol=118.1 total_charge=+1 energy_ha=-715.946004 homo_energy_ev=-14.332
N 1.264 -0.296 -0.329 -0.66
C 0.036 -0.261 0.503 -0.40
S -1.183 -1.534 0.109 0.60
N -2.242 -0.421 -0.282 -0.23
N -2.054 0.757 -0.206 -0.17
C -0.720 1.088 0.145 0.63
O -0.113 2.069 0.083 -0.41
H 1.749 -1.063 -0.059 0.43
H 1.903 0.556 -0.207 0.48
H 0.929 -0.549 -1.273 0.45
H 0.432 -0.348 1.516 0.27

---

10
Properties=species:S:1:pos:R:3:nbo_charge:R:1 method="wB97M-V/def2-TZVPD" orbital_gap_ev="7.369 / 7.372" de_lowest_kj_mol=405.49 molar_mass_g_mol=101.0 total_charge=0 energy_ha=-584.054196 homo_energy_ev="-8.645 / -8.647"
C -1.856 -1.137 0.761 -0.60
C 1.597 0.773 -0.556 -0.44
N -1.760 0.172 0.138 -0.28
N -0.664 0.589 -0.246 0.10
N 0.443 0.049 -0.292 -0.26
P -0.631 -2.137 0.936 0.60
H -2.857 -1.268 1.091 0.25
H 1.349 1.804 -0.670 0.21
H 2.304 0.673 0.405 0.22
H 2.075 0.483 -1.567 0.21

---

10
Properties=species:S:1:pos:R:3:nbo_charge:R:1 method="wB97M-V/def2-TZVPD" orbital_gap_ev=9.381 de_lowest_kj_mol=539.57 molar_mass_g_mol=84.1 total_charge=0 energy_ha=-297.438793 homo_energy_ev=-8.320
N -2.045 -0.023 -0.082 -0.81
C -0.780 -0.282 -0.420 0.18
N 1.709 -0.899 -0.929 -0.15
C 2.097 -0.609 0.214 0.15
N 1.453 0.544 -0.230 -0.18
N 0.064 0.624 0.123 -0.53
H -2.314 0.582 0.689 0.36
H -2.765 -0.615 -0.462 0.39
H 2.767 -0.935 0.993 0.20
H -0.187 1.612 0.103 0.38

---

10
Properties=species:S:1:pos:R:3:nbo_charge:R:1 method="wB97M-V/def2-TZVPD" smiles=Nc1cnn[nH]1 orbital_gap_ev=9.805 de_lowest_kj_mol=186.16 molar_mass_g_mol=84.1 total_charge=0 energy_ha=-297.573402 homo_energy_ev=-9.118
N 0.713 -0.091 -1.441 -0.83
C 0.143 0.037 -0.175 0.28
C -0.006 -0.919 0.789 -0.22
N -0.417 -0.320 1.949 -0.21
N -0.578 0.939 1.725 -0.06
N -0.263 1.172 0.428 -0.37
H 0.065 -0.168 -2.213 0.38
H 1.352 -0.879 -1.443 0.39
H -0.455 -1.803 0.389 0.22
H -0.553 2.032 -0.006 0.41